Formula: C35H48F7NO10S
Source: the OMol25 dataset
Level of theory: the ωB97M-V functional and the def2-TZVPD basis

The calculation puts the LUMO energy at 0.403 eV. As for the SMILES: C#CCCC[C@@]1(Cc2ccccc2C)[C@@](CC=O)(COC)OS(=O)(=O)[C@H](N)[C@@]1(CC(=O)F)[C@@H](C)CC.CCOC(=O)C(F)(F)F.CCOC(=O)C(F)(F)F. The value obtained for the maximum force is 0.1153 hartree/bohr. For the HOMO-LUMO gap, the calculation gives 9.387 eV. As for the net charge: 0. As for the HOMO energy: -8.98 eV. The calculation puts the calculated total energy at -3266.5775 hartree.

```
102
C35H48F7NO10S the ωB97M-V functional and the def2-TZVPD basis
C 1.721 -3.796 3.800
C 2.087 -2.728 3.360
C 2.601 -1.273 3.098
C 2.145 -0.790 1.615
C 1.649 0.714 1.574
C 0.275 1.082 0.860
C 0.073 0.097 -0.353
C 1.125 -0.260 -1.422
C 2.590 -0.148 -1.480
C 3.479 -0.582 -2.586
C 2.887 -1.234 -3.782
C 1.396 -1.390 -3.771
C 0.539 -0.949 -2.650
C -1.002 -1.255 -2.814
C -0.932 0.717 1.886
C -2.303 0.198 1.273
C -3.545 0.905 2.001
O -4.401 1.512 1.382
C -0.574 -0.485 2.910
O -1.708 -0.757 3.789
C -1.245 -0.777 5.163
O -1.333 1.703 2.857
S -0.335 2.849 3.346
O 0.588 2.471 4.444
O -1.162 3.929 3.923
C 0.577 3.470 1.845
N 0.336 4.896 1.843
C 0.172 2.673 0.473
C -1.327 3.132 0.171
C -1.623 4.376 -0.716
O -2.378 4.283 -1.640
F -1.148 5.687 -0.508
C 1.108 3.292 -0.622
C 2.709 3.348 -0.338
C 1.020 2.907 -2.158
C -0.252 2.394 -2.879
H 1.251 -4.685 4.261
H 2.299 -0.551 3.904
H 3.733 -1.351 3.158
H 1.416 -1.571 1.277
H 3.095 -0.991 1.026
H 1.658 1.037 2.668
H 2.554 1.260 1.165
H -0.231 -0.911 0.088
H -0.803 0.513 -0.946
H 3.092 0.309 -0.594
H 4.588 -0.446 -2.479
H 3.569 -1.586 -4.598
H 0.923 -1.908 -4.655
H -1.191 -2.168 -3.452
H -1.557 -1.269 -1.836
H -1.442 -0.384 -3.404
H -2.491 -0.914 1.429
H -2.518 0.375 0.192
H -3.695 0.831 3.126
H -0.351 -1.456 2.393
H 0.228 -0.169 3.650
H -0.459 -1.591 5.235
H -2.095 -1.005 5.878
H -0.822 0.222 5.491
H 1.657 3.324 2.129
H 0.970 5.450 1.279
H -0.635 5.189 1.816
H -1.948 3.340 1.107
H -1.852 2.281 -0.335
H 0.947 4.428 -0.595
H 3.222 2.371 -0.500
H 2.968 3.901 0.602
H 3.079 4.021 -1.182
H 1.363 3.843 -2.716
H 1.884 2.198 -2.374
H 0.022 1.517 -3.552
H -1.165 2.086 -2.316
H -0.613 3.183 -3.618
C -7.087 -0.520 4.910
C -5.705 -0.801 5.462
O -5.775 -1.727 6.559
C -5.838 -3.026 6.229
O -5.843 -3.443 5.105
C -5.857 -3.893 7.489
F -6.694 -3.414 8.428
F -4.637 -3.965 8.058
F -6.243 -5.153 7.238
H -7.755 -0.179 5.704
H -7.043 0.243 4.131
H -7.531 -1.423 4.485
H -5.274 0.121 5.858
H -5.027 -1.166 4.687
C 5.105 -4.267 -10.061
C 5.716 -3.312 -9.055
O 4.782 -2.276 -8.706
C 3.880 -2.590 -7.766
O 3.807 -3.655 -7.220
C 2.989 -1.385 -7.461
F 2.579 -0.752 -8.577
F 3.624 -0.464 -6.713
F 1.890 -1.719 -6.785
H 4.740 -3.721 -10.934
H 5.840 -5.004 -10.386
H 4.251 -4.794 -9.633
H 6.581 -2.816 -9.497
H 6.066 -3.836 -8.163
```


Formula: C6H14ClMgN2O2
Source: the OMol25 dataset
Level of theory: the ωB97M-V functional and the def2-TZVPD basis

The calculation puts the LUMO energy (spin up / spin down) at -10.725 / -11.272 eV. The value obtained for the maximum force is 0.0684 hartree/bohr. The spin multiplicity is 2. For the HOMO-LUMO gap (spin up / spin down), the calculation gives 2.561 / 2.013 eV. As for the net charge: +2. As for the HOMO energy (spin up / spin down): -13.29 / -13.29 eV. The calculation puts the calculated total energy at -1156.5769 hartree.

```
26
C6H14ClMgN2O2 the ωB97M-V functional and the def2-TZVPD basis
Mg -12.697 9.478 -34.396
Cl -11.906 11.659 -34.008
C -9.013 11.575 -36.723
O -9.171 11.613 -37.947
N -7.799 11.595 -36.156
C -7.575 11.284 -34.797
C -6.622 11.844 -37.026
H -9.833 11.377 -36.016
H -8.408 11.604 -34.170
H -6.702 11.804 -34.404
H -7.423 10.207 -34.725
H -6.809 11.613 -38.075
H -6.301 12.883 -36.957
H -5.775 11.265 -36.660
C -16.514 14.552 -35.425
O -17.117 13.460 -35.381
N -15.450 14.782 -34.653
C -14.661 16.007 -34.703
C -14.914 13.841 -33.652
H -16.843 15.432 -35.999
H -14.824 16.657 -33.844
H -14.751 16.587 -35.622
H -13.609 15.726 -34.666
H -15.211 14.249 -32.686
H -15.295 12.820 -33.614
H -13.829 13.745 -33.697
```


Formula: C6H29B2O7
Source: the OMol25 dataset
Level of theory: the ωB97M-V functional and the def2-TZVPD basis

The calculation puts the LUMO energy (spin up / spin down) at 0.035 / -6.002 eV. The calculation puts the energy above the lowest of the compared OMol25 structures with the same formula, charge and spin at 17.8 kcal/mol. The value obtained for the maximum force is 0.1104 hartree/bohr. The spin multiplicity is 2. For the HOMO-LUMO gap (spin up / spin down), the calculation gives 9.797 / 3.753 eV. As for the net charge: 0. As for the HOMO energy (spin up / spin down): -9.76 / -9.76 eV. The calculation puts the calculated total energy at -821.8879 hartree.

```
44
C6H29B2O7 the ωB97M-V functional and the def2-TZVPD basis
O 18.531 19.129 8.851
H 18.208 18.609 9.591
H 17.850 19.088 8.175
H 18.639 20.052 9.091
B 16.340 18.710 7.400
H 17.289 18.298 7.093
H 16.129 18.314 8.381
H 16.392 19.782 7.505
H 15.604 18.510 6.637
B 18.459 21.808 9.406
H 19.359 21.476 8.913
H 18.451 21.203 10.300
H 18.423 22.870 9.589
H 17.665 21.560 8.718
C 17.334 13.575 6.390
C 17.621 15.104 6.633
O 16.504 15.776 7.203
O 18.589 12.752 6.373
H 16.767 13.502 5.462
H 16.699 13.215 7.201
H 18.160 15.455 5.754
H 18.394 15.104 7.402
H 16.600 16.732 7.199
H 19.135 12.989 5.619
C 20.034 16.116 12.635
C 20.182 15.575 11.141
O 20.172 14.136 11.106
O 21.082 15.646 13.507
H 19.108 15.845 13.142
H 20.022 17.205 12.604
H 21.122 16.003 10.791
H 19.448 16.167 10.594
H 21.072 13.811 11.032
H 21.910 16.063 13.256
C 16.757 18.310 13.234
C 16.919 18.786 11.808
O 18.269 18.674 11.389
O 15.556 18.782 13.777
H 17.473 18.800 13.892
H 16.731 17.255 13.507
H 16.600 19.828 11.814
H 16.287 18.109 11.233
H 18.838 19.175 11.978
H 14.922 18.066 13.859
```


Which value of calculated total energy does entry 3 give?
-821.8879 hartree